{"formula": "C48H46I2KN3O4P2S2SeTe", "method": "ωB97M-V/def2-TZVPD", "symbols": ["K", "I", "C", "I", "H", "H", "C", "C", "C", "C", "C", "O", "C", "C", "C", "C", "C", "C", "C", "O", "C", "C", "C", "N", "C", "C", "Te", "C", "C", "C", "C", "C", "C", "C", "C", "C", "C", "C", "C", "H", "H", "H", "H", "H", "H", "H", "H", "H", "H", "H", "H", "H", "H", "H", "H", "H", "H", "H", "H", "H", "H", "H", "H", "C", "P", "C", "C", "C", "C", "C", "C", "C", "P", "C", "C", "H", "H", "H", "H", "H", "H", "H", "H", "H", "H", "H", "H", "H", "H", "H", "H", "Se", "C", "N", "O", "S", "O", "N", "C", "S", "C", "C", "C", "C", "C", "C", "H", "H", "H", "H"], "xyz": [[0.13, 1.64, 1.62], [2.42, 4.53, 1.48], [2.90, 3.34, -0.22], [1.34, 3.34, -1.66], [2.98, 2.31, 0.12], [3.79, 3.74, -0.68], [4.92, -4.20, 1.30], [4.18, -2.91, 1.07], [4.11, -1.92, 2.03], [3.42, -0.71, 1.85], [3.31, 0.26, 2.94], [2.43, 1.10, 3.02], [4.35, 0.23, 4.04], [5.71, 0.20, 3.75], [6.64, 0.26, 4.78], [6.21, 0.32, 6.10], [4.85, 0.33, 6.39], [3.92, 0.30, 5.36], [2.74, -0.47, 0.61], [2.10, 0.59, 0.33], [2.81, -1.52, -0.36], [3.50, -2.67, -0.14], [2.02, -1.29, -1.61], [0.81, -1.65, -1.77], [0.11, -2.31, -0.69], [-0.89, -3.31, -1.24], [0.01, -4.86, -2.42], [0.14, -3.78, -4.22], [1.24, -3.98, -5.06], [1.33, -3.30, -6.27], [0.34, -2.40, -6.64], [-0.74, -2.19, -5.80], [-0.85, -2.88, -4.61], [2.68, -0.55, -2.73], [2.13, -0.57, -4.01], [2.71, 0.17, -5.03], [3.84, 0.93, -4.79], [4.40, 0.95, -3.51], [3.82, 0.21, -2.49], [5.35, -4.22, 2.30], [5.73, -4.34, 0.58], [4.26, -5.06, 1.21], [4.60, -2.09, 2.99], [6.03, 0.14, 2.72], [7.70, 0.25, 4.55], [6.94, 0.35, 6.90], [4.51, 0.37, 7.41], [2.85, 0.31, 5.57], [3.51, -3.44, -0.91], [-0.45, -1.53, -0.14], [0.78, -2.79, 0.03], [-1.63, -2.83, -1.86], [-1.41, -3.83, -0.43], [2.03, -4.64, -4.75], [2.19, -3.46, -6.90], [0.43, -1.86, -7.58], [-1.51, -1.47, -6.08], [-1.71, -2.70, -3.96], [1.24, -1.16, -4.18], [2.27, 0.14, -6.02], [4.29, 1.51, -5.58], [5.28, 1.55, -3.31], [4.24, 0.23, -1.50], [-3.36, -1.46, 2.62], [-2.87, -0.26, 1.32], [-4.23, 0.95, 1.49], [-3.42, -1.11, -0.23], [-4.13, -2.32, -0.19], [-4.53, -2.96, -1.35], [-4.25, -2.40, -2.59], [-3.55, -1.20, -2.64], [-3.11, -0.56, -1.48], [-2.10, 1.00, -1.56], [-1.28, 0.77, -3.20], [-3.41, 2.19, -2.05], [-4.43, -1.67, 2.63], [-3.08, -1.00, 3.57], [-2.80, -2.39, 2.52], [-5.21, 0.48, 1.40], [-4.15, 1.74, 0.74], [-4.14, 1.43, 2.47], [-4.36, -2.78, 0.76], [-5.06, -3.91, -1.29], [-4.57, -2.88, -3.50], [-3.33, -0.76, -3.60], [-1.98, 0.73, -4.04], [-0.66, -0.13, -3.16], [-0.61, 1.62, -3.36], [-3.92, 1.87, -2.96], [-2.95, 3.16, -2.20], [-4.14, 2.32, -1.25], [-1.35, 1.16, 4.69], [-0.09, 0.11, 5.48], [0.71, -0.57, 5.99], [-6.50, 3.53, 0.18], [-5.96, 4.89, 0.05], [-6.11, 5.57, 1.60], [-4.37, 4.83, -0.13], [-3.53, 4.55, 0.86], [-1.89, 4.31, 0.53], [-4.03, 4.53, 2.26], [-3.27, 4.03, 3.31], [-3.73, 4.02, 4.61], [-5.00, 4.54, 4.89], [-5.78, 5.04, 3.87], [-5.30, 5.03, 2.56], [-2.28, 3.64, 3.08], [-3.12, 3.61, 5.40], [-5.38, 4.54, 5.91], [-6.77, 5.44, 4.05]], "e_homo_ev": -2.8, "gap_ev": 6.0, "total_charge": -2}

=====

{"formula": "C48H48F6N5PtS3Sb", "method": "ωB97M-V/def2-TZVPD", "symbols": ["Pt", "N", "S", "N", "S", "N", "S", "N", "C", "C", "C", "C", "C", "C", "C", "C", "C", "C", "C", "C", "C", "C", "C", "C", "C", "C", "C", "C", "C", "C", "C", "C", "C", "C", "C", "C", "C", "C", "C", "C", "C", "C", "C", "C", "H", "H", "H", "H", "H", "H", "H", "H", "H", "H", "H", "H", "H", "H", "H", "H", "H", "H", "H", "H", "H", "H", "H", "H", "H", "H", "H", "H", "H", "H", "F", "Sb", "F", "F", "F", "F", "F", "C", "C", "C", "C", "C", "C", "C", "C", "N", "C", "C", "C", "C", "H", "H", "H", "H", "H", "H", "H", "H", "H", "H", "H", "H", "H", "H", "H", "H", "H", "H"], "xyz": [[-0.59, 0.70, 1.46], [0.73, -0.85, 1.32], [2.12, -0.92, 0.79], [2.42, -0.52, -0.73], [1.80, 0.03, -2.00], [0.62, 1.03, -1.92], [-0.92, 1.12, -1.66], [-1.47, 1.19, -0.23], [-1.77, -0.26, -2.40], [-1.77, -1.45, -1.67], [-2.44, -2.54, -2.19], [-3.11, -2.43, -3.41], [-3.11, -1.23, -4.11], [-2.43, -0.13, -3.61], [-1.33, 2.59, -2.53], [-0.84, 2.76, -3.82], [-1.13, 3.93, -4.49], [-1.90, 4.91, -3.86], [-2.37, 4.73, -2.56], [-2.09, 3.55, -1.88], [3.04, 0.95, -2.81], [4.10, 0.24, -3.36], [5.08, 0.95, -4.04], [4.97, 2.33, -4.16], [3.91, 3.02, -3.59], [2.92, 2.33, -2.91], [1.44, -1.34, -3.06], [1.49, -2.63, -2.56], [1.23, -3.68, -3.43], [0.91, -3.42, -4.76], [0.86, -2.12, -5.24], [1.13, -1.06, -4.39], [3.41, -0.07, 1.65], [4.17, 0.91, 1.03], [5.18, 1.52, 1.77], [5.40, 1.14, 3.08], [4.63, 0.16, 3.68], [3.61, -0.45, 2.97], [2.66, -2.61, 0.84], [3.98, -2.90, 0.53], [4.39, -4.22, 0.55], [3.49, -5.22, 0.88], [2.17, -4.91, 1.20], [1.74, -3.59, 1.18], [-1.25, -1.51, -0.72], [-2.44, -3.48, -1.65], [-3.66, -3.28, -3.80], [-3.63, -1.15, -5.05], [-2.44, 0.81, -4.15], [-0.23, 1.99, -4.29], [-0.76, 4.09, -5.49], [-2.11, 5.84, -4.38], [-2.94, 5.50, -2.08], [-2.43, 3.40, -0.87], [4.17, -0.84, -3.25], [5.91, 0.42, -4.47], [5.73, 2.87, -4.71], [3.85, 4.10, -3.68], [2.08, 2.85, -2.45], [1.75, -2.81, -1.53], [1.28, -4.70, -3.06], [0.72, -4.25, -5.43], [0.63, -1.93, -6.28], [1.13, -0.04, -4.76], [3.96, 1.22, 0.02], [5.78, 2.29, 1.30], [6.19, 1.63, 3.65], [4.81, -0.14, 4.71], [2.99, -1.22, 3.44], [4.67, -2.10, 0.28], [5.42, -4.47, 0.32], [3.81, -6.26, 0.90], [1.48, -5.70, 1.47], [0.72, -3.32, 1.43], [-0.73, 3.06, 2.22], [0.93, 3.89, 1.57], [2.59, 4.23, 0.79], [1.52, 4.20, 3.30], [0.00, 5.46, 1.25], [1.48, 2.04, 1.83], [0.37, 3.26, -0.15], [-5.87, 1.10, 0.29], [-5.30, 0.40, 1.47], [-6.10, -0.38, 2.28], [-5.56, -1.02, 3.39], [-6.41, -1.87, 4.26], [-4.15, -0.85, 3.71], [-3.29, -0.07, 2.90], [-3.90, 0.55, 1.78], [-1.97, 0.11, 3.12], [-1.29, -0.13, 4.42], [-2.10, 0.48, 5.59], [-1.04, -1.64, 4.59], [0.06, 0.59, 4.39], [-6.59, 0.46, -0.23], [-5.10, 1.43, -0.40], [-6.43, 1.98, 0.63], [-7.15, -0.50, 2.06], [-7.06, -2.51, 3.65], [-7.07, -1.22, 4.85], [-5.83, -2.48, 4.95], [-3.76, -1.36, 4.57], [-3.30, 1.22, 1.18], [-3.01, -0.07, 5.83], [-2.37, 1.51, 5.35], [-1.47, 0.49, 6.47], [-1.95, -2.23, 4.63], [-0.49, -1.79, 5.53], [-0.42, -2.00, 3.77], [-0.07, 1.67, 4.28], [0.70, 0.21, 3.59], [0.58, 0.41, 5.33]], "s2": 8.798, "e_homo_ev": [-15.6, -15.6], "multiplicity": 6, "gap_ev": [7.8, 4.1], "total_charge": 3}

=====

{"formula": "C48H48N12O12", "method": "ωB97M-V/def2-TZVPD", "symbols": ["O", "C", "C", "C", "C", "C", "C", "C", "C", "O", "C", "C", "C", "C", "C", "C", "H", "H", "H", "H", "H", "H", "H", "H", "O", "C", "C", "C", "C", "C", "C", "C", "C", "O", "C", "C", "C", "C", "C", "C", "H", "H", "H", "H", "H", "H", "H", "H", "O", "C", "C", "C", "C", "C", "C", "C", "C", "O", "C", "C", "C", "C", "C", "C", "H", "H", "H", "H", "H", "H", "H", "H", "N", "C", "N", "O", "H", "H", "H", "H", "N", "C", "N", "O", "H", "H", "H", "H", "N", "C", "N", "O", "H", "H", "H", "H", "N", "C", "N", "O", "H", "H", "H", "H", "N", "C", "N", "O", "H", "H", "H", "H", "N", "C", "N", "O", "H", "H", "H", "H"], "xyz": [[-33.70, -19.97, 29.46], [-33.94, -20.59, 28.44], [-32.79, -20.99, 27.56], [-31.49, -20.65, 27.95], [-30.42, -21.03, 27.16], [-30.56, -21.87, 26.06], [-31.85, -22.23, 25.70], [-32.95, -21.79, 26.43], [-34.31, -22.26, 26.03], [-34.49, -23.01, 25.10], [-35.46, -21.81, 26.89], [-36.74, -22.04, 26.39], [-37.85, -21.53, 27.05], [-37.68, -20.73, 28.17], [-36.40, -20.36, 28.57], [-35.30, -20.98, 28.00], [-31.33, -20.02, 28.81], [-29.45, -20.65, 27.43], [-29.74, -22.38, 25.58], [-32.02, -22.93, 24.90], [-36.81, -22.76, 25.59], [-38.83, -21.78, 26.67], [-38.54, -20.34, 28.70], [-36.30, -19.62, 29.36], [-22.53, -29.71, 31.95], [-22.11, -28.59, 32.16], [-20.70, -28.44, 32.68], [-19.93, -29.58, 32.87], [-18.76, -29.55, 33.60], [-18.30, -28.33, 34.08], [-19.03, -27.18, 33.81], [-20.19, -27.18, 33.04], [-20.99, -25.94, 32.86], [-20.53, -24.86, 33.13], [-22.38, -26.09, 32.31], [-23.17, -24.95, 32.25], [-24.46, -25.06, 31.72], [-24.98, -26.31, 31.45], [-24.22, -27.46, 31.60], [-22.90, -27.37, 32.02], [-20.33, -30.53, 32.55], [-18.17, -30.42, 33.85], [-17.46, -28.19, 34.75], [-18.73, -26.25, 34.28], [-22.75, -23.99, 32.49], [-25.12, -24.20, 31.74], [-26.00, -26.41, 31.10], [-24.67, -28.42, 31.40], [-22.71, -30.85, 26.14], [-23.51, -30.51, 26.99], [-23.57, -31.24, 28.30], [-22.87, -32.43, 28.43], [-22.86, -33.09, 29.65], [-23.62, -32.60, 30.70], [-24.36, -31.44, 30.55], [-24.41, -30.78, 29.33], [-25.33, -29.64, 29.16], [-25.95, -29.17, 30.08], [-25.39, -29.06, 27.78], [-26.20, -27.95, 27.60], [-26.15, -27.22, 26.43], [-25.30, -27.61, 25.40], [-24.43, -28.68, 25.59], [-24.48, -29.41, 26.77], [-22.22, -32.80, 27.65], [-22.29, -34.00, 29.82], [-23.63, -33.11, 31.66], [-24.93, -31.18, 31.44], [-26.75, -27.52, 28.44], [-26.73, -26.32, 26.29], [-25.32, -27.03, 24.48], [-23.73, -28.91, 24.81], [-26.14, -21.78, 30.80], [-24.82, -21.60, 31.09], [-23.99, -21.44, 30.04], [-24.40, -21.69, 32.24], [-26.76, -22.10, 31.51], [-26.50, -21.44, 29.92], [-23.01, -21.51, 30.22], [-24.30, -21.57, 29.09], [-27.10, -24.35, 29.56], [-27.77, -24.06, 28.42], [-29.11, -24.27, 28.49], [-27.19, -23.73, 27.38], [-27.62, -24.58, 30.40], [-26.10, -24.26, 29.65], [-29.66, -24.04, 27.69], [-29.53, -24.57, 29.37], [-26.77, -20.58, 28.03], [-25.83, -20.02, 27.19], [-25.41, -18.78, 27.59], [-25.23, -20.66, 26.35], [-27.51, -19.98, 28.35], [-26.95, -21.57, 27.90], [-25.93, -18.28, 28.29], [-24.72, -18.24, 27.10], [-30.08, -26.56, 32.70], [-29.72, -25.33, 32.23], [-29.09, -24.53, 33.13], [-29.99, -24.94, 31.09], [-29.66, -26.83, 33.57], [-30.27, -27.27, 32.00], [-28.71, -24.93, 33.97], [-28.75, -23.65, 32.78], [-22.63, -24.89, 27.37], [-23.84, -24.29, 27.62], [-24.62, -24.17, 26.52], [-24.17, -23.87, 28.72], [-22.29, -25.32, 26.53], [-22.07, -25.14, 28.17], [-25.42, -23.56, 26.54], [-24.27, -24.63, 25.70], [-29.84, -27.24, 28.83], [-29.99, -28.47, 29.41], [-30.29, -29.47, 28.51], [-29.82, -28.62, 30.60], [-29.78, -27.04, 27.85], [-29.80, -26.51, 29.53], [-30.67, -30.32, 28.88], [-30.45, -29.11, 27.59]], "smiles": "O=C1c2ccccc2C(=O)c2ccccc21.O=C1c2ccccc2C(=O)c2ccccc21.O=C1c2ccccc2C(=O)c2ccccc21.NC(N)=O.NC(N)=O.NC(N)=O.NC(N)=O.NC(N)=O.NC(N)=O", "e_homo_ev": -9.2, "gap_ev": 8.1}

=====

{"formula": "C48H48N4O3P2S5Tl", "method": "ωB97M-V/def2-TZVPD", "symbols": ["Tl", "O", "C", "S", "C", "C", "S", "S", "S", "O", "C", "C", "C", "C", "C", "C", "P", "C", "C", "C", "C", "C", "C", "C", "C", "C", "C", "C", "C", "C", "C", "C", "C", "C", "C", "P", "C", "C", "C", "C", "C", "C", "C", "C", "C", "C", "C", "C", "H", "H", "H", "H", "H", "H", "H", "H", "H", "H", "H", "H", "H", "H", "H", "H", "H", "H", "H", "H", "H", "H", "H", "H", "H", "H", "H", "H", "C", "N", "C", "C", "O", "N", "C", "C", "H", "H", "H", "H", "H", "H", "H", "H", "H", "H", "H", "H", "C", "N", "C", "C", "N", "C", "S", "H", "H", "H", "H", "H", "H", "H", "H"], "xyz": [[0.61, -0.24, 0.96], [6.15, 0.54, 5.97], [5.35, 0.14, 5.18], [5.72, -0.07, 3.44], [4.13, -0.58, 2.93], [3.14, -0.79, 4.03], [1.66, -1.41, 3.83], [3.68, -0.32, 5.61], [3.85, -0.79, 1.35], [-0.13, 2.78, -2.05], [-0.18, 2.32, -3.35], [-0.76, 3.06, -4.37], [-0.75, 2.56, -5.66], [-0.18, 1.33, -5.94], [0.32, 0.56, -4.90], [0.31, 1.04, -3.59], [0.65, -0.10, -2.18], [-0.57, -1.41, -2.57], [-1.86, -1.17, -2.09], [-2.88, -2.06, -2.35], [-2.63, -3.22, -3.07], [-1.36, -3.46, -3.56], [-0.33, -2.56, -3.31], [2.30, -0.76, -2.58], [3.25, 0.13, -3.10], [4.57, -0.27, -3.25], [4.96, -1.55, -2.87], [4.03, -2.42, -2.33], [2.71, -2.03, -2.19], [0.43, 3.99, -1.72], [0.87, 4.94, -2.64], [1.38, 6.14, -2.18], [1.48, 6.42, -0.83], [1.11, 5.44, 0.08], [0.60, 4.22, -0.34], [0.34, 2.84, 0.83], [1.77, 3.10, 1.95], [3.03, 2.86, 1.39], [4.18, 3.02, 2.14], [4.09, 3.39, 3.48], [2.85, 3.61, 4.05], [1.69, 3.47, 3.29], [-1.10, 3.33, 1.83], [-1.88, 4.44, 1.54], [-3.00, 4.74, 2.30], [-3.35, 3.93, 3.37], [-2.58, 2.80, 3.67], [-1.47, 2.50, 2.89], [-1.22, 4.02, -4.16], [-1.20, 3.14, -6.46], [-0.16, 0.95, -6.95], [0.71, -0.43, -5.10], [-2.05, -0.27, -1.51], [-3.88, -1.85, -1.98], [-3.43, -3.92, -3.27], [-1.16, -4.35, -4.14], [0.66, -2.75, -3.72], [2.95, 1.12, -3.41], [5.29, 0.42, -3.67], [5.99, -1.85, -2.99], [4.33, -3.41, -2.01], [2.00, -2.71, -1.72], [0.82, 4.75, -3.70], [1.71, 6.88, -2.91], [1.87, 7.36, -0.48], [1.24, 5.61, 1.14], [3.11, 2.57, 0.34], [5.15, 2.85, 1.68], [4.99, 3.52, 4.07], [2.77, 3.91, 5.09], [0.73, 3.67, 3.74], [-1.61, 5.09, 0.71], [-3.60, 5.61, 2.07], [-4.22, 4.16, 3.98], [-2.85, 2.16, 4.50], [-0.89, 1.62, 3.12], [-1.91, -2.77, 1.23], [-3.20, -2.09, 1.10], [-4.38, -2.94, 1.00], [-3.12, -0.74, 1.00], [-1.98, -0.22, 1.01], [-4.20, 0.08, 0.81], [-5.61, -0.12, 1.12], [-3.94, 1.49, 0.51], [-2.07, -3.84, 1.26], [-1.38, -2.47, 2.14], [-1.26, -2.54, 0.38], [-4.05, -3.97, 0.96], [-4.94, -2.74, 0.09], [-5.03, -2.85, 1.87], [-5.88, -1.14, 1.30], [-6.21, 0.26, 0.29], [-5.88, 0.46, 2.01], [-2.88, 1.65, 0.37], [-4.28, 2.12, 1.34], [-4.48, 1.77, -0.39], [-0.51, -5.45, -0.76], [-0.11, -5.78, 0.59], [-0.31, -7.13, 1.13], [0.36, -7.04, 2.50], [1.23, -5.88, 2.32], [0.88, -5.14, 1.24], [1.57, -3.68, 0.80], [-1.47, -5.92, -0.96], [0.22, -5.81, -1.50], [-0.62, -4.38, -0.86], [0.17, -7.87, 0.48], [-1.37, -7.36, 1.19], [0.95, -7.93, 2.74], [-0.36, -6.87, 3.30], [1.79, -5.48, 3.05]], "e_homo_ev": -9.9, "gap_ev": 5.7, "total_charge": 1}